The following is a quantum chemistry calculation of 6 unconnected molecules or ions with the total composition C49H102ClN5O7 at a distorted geometry, from OMol25.

Values from the calculation:
- 2S+1 = 1
- DFT total energy (Ha) = -3186.8839
- highest occupied orbital energy (eV) = -14.14
- LUMO (hartree) = -0.3449
- charge = +4

Each atom is followed by the atoms it is bonded to, with distances in Å.
Positions of all 164 atoms, in Å:
1 Cl 0.505 -1.102 -1.674  O2 1.458, O3 1.454, O4 1.417, O5 1.460
2 O 1.452 -2.205 -1.566  Cl1 1.458
3 O 0.382 -0.498 -0.357  Cl1 1.454
4 O 0.901 -0.058 -2.547  Cl1 1.417
5 O -0.747 -1.761 -2.034  Cl1 1.460
6 C -3.378 9.423 0.090  C7 1.507, H18 1.064, H19 1.073, H20 1.066
7 C -4.084 9.583 -1.233  C6 1.507, C8 1.509, H21 1.080, H22 1.114
8 C -3.177 9.662 -2.436  C7 1.509, C9 1.545, H23 1.090, H24 1.119
9 C -4.106 9.094 -3.532  C8 1.545, N10 1.445, H25 1.068, H26 1.089
10 N -3.626 9.087 -4.894  C9 1.445, C11 1.563, C14 1.544, C15 1.484
11 C -3.581 10.496 -5.568  N10 1.563, C12 1.534, H27 1.134, H28 1.111
12 C -5.051 10.845 -5.833  C11 1.534, C13 1.544, H29 1.097, H30 1.087
13 C -5.809 9.500 -5.843  C12 1.544, C14 1.532, H31 1.087, H32 1.073
14 C -4.741 8.408 -5.720  N10 1.544, C13 1.532, H33 1.075, H34 1.084
15 C -2.275 8.490 -5.038  N10 1.484, C16 1.529, H35 1.072, H36 1.094
16 C -2.295 7.040 -4.553  C15 1.529, C17 1.508, H37 1.098, H38 1.064
17 C -1.025 6.272 -4.814  C16 1.508, H39 1.070, H40 1.103, H41 1.087
18 H -2.966 8.444 0.136  C6 1.064
19 H -4.130 9.437 0.856  C6 1.073
20 H -2.647 10.159 0.334  C6 1.066
21 H -4.739 10.442 -1.235  C7 1.080
22 H -4.855 8.795 -1.393  C7 1.114
23 H -2.226 9.141 -2.324  C8 1.090
24 H -2.812 10.708 -2.590  C8 1.119
25 H -5.073 9.548 -3.567  C9 1.068
26 H -4.312 8.051 -3.294  C9 1.089
27 H -3.008 10.297 -6.526  C11 1.134
28 H -2.983 11.249 -5.011  C11 1.111
29 H -5.162 11.394 -6.776  C12 1.097
30 H -5.332 11.610 -5.114  C12 1.087
31 H -6.314 9.296 -6.784  C13 1.087
32 H -6.457 9.309 -5.008  C13 1.073
33 H -4.291 8.101 -6.646  C14 1.075
34 H -5.117 7.459 -5.357  C14 1.084
35 H -1.513 9.118 -4.621  C15 1.072
36 H -2.069 8.558 -6.110  C15 1.094
37 H -3.126 6.509 -5.036  C16 1.098
38 H -2.557 7.066 -3.522  C16 1.064
39 H -1.149 5.294 -4.397  C17 1.070
40 H -0.132 6.678 -4.312  C17 1.103
41 H -0.714 6.199 -5.853  C17 1.087
42 C 2.534 -6.241 -5.267  C43 1.524, H54 1.110, H55 1.114, H56 1.124
43 C 2.764 -5.722 -6.682  C42 1.524, C44 1.554, H57 1.060, H58 1.119
44 C 3.565 -4.401 -6.510  C43 1.554, C45 1.506, H59 1.085, H60 1.112
45 C 2.739 -3.311 -5.880  C44 1.506, N46 1.573, H61 1.115, H62 1.069
46 N 3.439 -1.911 -5.718  C45 1.573, C47 1.477, C50 1.521, C51 1.542
47 C 2.571 -1.075 -4.864  N46 1.477, C48 1.504, H63 1.091, H64 1.091
48 C 1.498 -0.474 -5.729  C47 1.504, C49 1.541, H65 1.067, H66 1.113
49 C 2.056 -0.640 -7.155  C48 1.541, C50 1.535, H67 1.108, H68 1.061
50 C 3.490 -1.176 -7.049  N46 1.521, C49 1.535, H69 1.076, H70 1.062
51 C 4.839 -2.004 -5.080  N46 1.542, C52 1.492, H71 1.091, H72 1.114
52 C 4.807 -2.635 -3.729  C51 1.492, C53 1.581, H73 1.093, H74 1.112
53 C 6.242 -2.615 -3.065  C52 1.581, H75 1.093, H76 1.125, H77 1.085
54 H 1.450 -6.304 -5.038  C42 1.110
55 H 2.974 -5.616 -4.456  C42 1.114
56 H 2.917 -7.264 -5.000  C42 1.124
57 H 1.946 -5.358 -7.251  C43 1.060
58 H 3.298 -6.490 -7.297  C43 1.119
59 H 3.941 -4.011 -7.449  C44 1.085
60 H 4.444 -4.718 -5.907  C44 1.112
61 H 2.422 -3.547 -4.837  C45 1.115
62 H 1.954 -3.005 -6.538  C45 1.069
63 H 3.204 -0.276 -4.476  C47 1.091
64 H 2.233 -1.708 -4.043  C47 1.091
65 H 1.394 0.558 -5.482  C48 1.067
66 H 0.585 -1.055 -5.470  C48 1.113
67 H 2.113 0.389 -7.562  C49 1.108
68 H 1.527 -1.154 -7.918  C49 1.061
69 H 4.315 -0.513 -6.852  C50 1.076
70 H 3.704 -1.910 -7.787  C50 1.062
71 H 5.261 -1.005 -4.965  C51 1.091
72 H 5.568 -2.520 -5.747  C51 1.114
73 H 4.549 -3.697 -3.758  C52 1.093
74 H 4.089 -2.120 -3.053  C52 1.112
75 H 6.795 -3.392 -3.600  C53 1.093
76 H 6.078 -2.745 -1.959  C53 1.125
77 H 6.641 -1.608 -3.135  C53 1.085
78 C 2.105 1.876 3.441  C79 1.484, H89 1.065, H90 1.140, H91 1.122
79 C 3.511 2.151 3.055  C78 1.484, C80 1.579, N84 1.558, C88 1.517
80 C 3.705 3.502 2.262  C79 1.579, C81 1.554, H92 1.128, H93 1.095
81 C 3.803 4.749 3.185  C80 1.554, C82 1.575, H94 1.097, H95 1.101
82 C 4.907 4.558 4.292  C81 1.575, C83 1.521, H96 1.070, H97 1.089
83 C 4.437 3.527 5.307  C82 1.521, N84 1.553, C86 1.531, C87 1.549
84 N 4.263 2.268 4.414  C79 1.558, C83 1.553, O85 1.255
85 O 4.812 1.216 4.822  N84 1.255
86 C 3.062 3.788 5.926  C83 1.531, H98 1.049, H99 1.034, H100 1.071
87 C 5.498 3.132 6.365  C83 1.549, H101 1.126, H102 1.121, H103 1.121
88 C 4.139 1.020 2.263  C79 1.517, H104 1.078, H105 1.074, H106 1.085
89 H 1.603 2.737 3.818  C78 1.065
90 H 1.894 0.988 4.124  C78 1.140
91 H 1.649 1.553 2.468  C78 1.122
92 H 2.900 3.721 1.503  C80 1.128
93 H 4.659 3.475 1.726  C80 1.095
94 H 2.850 5.134 3.567  C81 1.097
95 H 4.206 5.526 2.517  C81 1.101
96 H 5.290 5.391 4.844  C82 1.070
97 H 5.840 4.207 3.855  C82 1.089
98 H 2.711 2.896 6.352  C86 1.049
99 H 2.349 4.260 5.345  C86 1.034
100 H 3.255 4.384 6.795  C86 1.071
101 H 6.442 2.721 5.908  C87 1.126
102 H 5.110 2.533 7.229  C87 1.121
103 H 5.983 4.052 6.784  C87 1.121
104 H 3.973 0.066 2.737  C88 1.078
105 H 5.201 1.149 2.167  C88 1.074
106 H 3.621 1.089 1.311  C88 1.085
107 C -1.565 -3.519 11.280  C108 1.498, H118 1.107, H119 1.088, H120 1.087
108 C -2.233 -4.684 10.616  C107 1.498, N113 1.398, C117 1.484
109 C -1.914 -2.758 7.233  C110 1.527, H121 1.100, H122 1.064, H123 1.127
110 C -2.041 -4.267 7.430  C109 1.527, C111 1.331, H124 1.100
111 C -1.151 -5.257 7.407  C110 1.331, C112 1.735, H125 1.079, H126 1.058
112 C -1.358 -6.336 8.749  C111 1.735, N113 1.509, C115 1.549, C116 1.489
113 N -1.327 -5.592 10.062  C108 1.398, C112 1.509, O114 1.326
114 O -0.170 -5.671 10.705  N113 1.326
115 C 0.011 -7.057 8.802  C112 1.549, H127 1.142, H128 1.054, H129 1.089
116 C -2.515 -7.268 8.639  C112 1.489, H130 1.108, H131 1.079, H132 1.129
117 C -3.633 -5.143 10.437  C108 1.484, H133 1.097, H134 1.173, H135 1.095
118 H -2.131 -2.610 10.999  C107 1.107
119 H -0.532 -3.369 10.974  C107 1.088
120 H -1.645 -3.530 12.363  C107 1.087
121 H -1.007 -2.137 7.252  C109 1.100
122 H -2.781 -2.276 7.621  C109 1.064
123 H -1.749 -2.938 6.133  C109 1.127
124 H -3.083 -4.495 7.159  C110 1.100
125 H -0.131 -4.958 7.222  C111 1.079
126 H -1.377 -6.088 6.793  C111 1.058
127 H 0.057 -7.797 9.671  C115 1.142
128 H 0.806 -6.369 8.875  C115 1.054
129 H 0.176 -7.600 7.872  C115 1.089
130 H -2.375 -7.726 7.640  C116 1.108
131 H -3.472 -6.770 8.617  C116 1.079
132 H -2.520 -8.238 9.216  C116 1.129
133 H -4.353 -4.360 10.705  C117 1.097
134 H -3.713 -5.842 11.376  C117 1.173
135 H -3.850 -5.813 9.599  C117 1.095
136 C -1.279 -7.249 -0.750  C137 1.582, H147 1.083, H148 1.101, H149 1.060
137 C -0.996 -5.855 -1.442  C136 1.582, C138 1.520, N142 1.501, C146 1.558
138 C -1.676 -5.770 -2.799  C137 1.520, C139 1.530, H150 1.123, H151 1.101
139 C -3.161 -5.403 -2.800  C138 1.530, C140 1.536, H152 1.072, H153 1.076
140 C -3.426 -4.159 -1.939  C139 1.536, C141 1.527, H154 1.052, H155 1.088
141 C -2.977 -4.313 -0.488  C140 1.527, N142 1.544, C144 1.553, C145 1.483
142 N -1.515 -4.810 -0.498  C137 1.501, C141 1.544, O143 1.239
143 O -0.749 -4.368 0.369  N142 1.239
144 C -3.812 -5.386 0.265  C141 1.553, H156 1.066, H157 1.072, H158 1.100
145 C -3.011 -3.058 0.301  C141 1.483, H159 1.133, H160 1.075, H161 1.083
146 C 0.544 -5.637 -1.520  C137 1.558, H162 1.099, H163 1.084, H164 1.123
147 H -2.293 -7.607 -0.617  C136 1.083
148 H -0.823 -7.186 0.250  C136 1.101
149 H -0.859 -7.987 -1.384  C136 1.060
150 H -1.606 -6.771 -3.304  C138 1.123
151 H -1.163 -5.071 -3.477  C138 1.101
152 H -3.742 -6.134 -2.274  C139 1.072
153 H -3.513 -5.167 -3.789  C139 1.076
154 H -4.444 -3.907 -1.851  C140 1.052
155 H -2.904 -3.282 -2.314  C140 1.088
156 H -3.248 -5.602 1.144  C144 1.066
157 H -4.074 -6.334 -0.159  C144 1.072
158 H -4.750 -4.972 0.664  C144 1.100
159 H -3.906 -2.502 -0.119  C145 1.133
160 H -2.178 -2.447 0.005  C145 1.075
161 H -2.998 -3.181 1.377  C145 1.083
162 H 1.051 -6.057 -0.640  C146 1.099
163 H 0.833 -4.597 -1.630  C146 1.084
164 H 0.865 -6.247 -2.406  C146 1.123

Here are the Löwdin charges for atoms 1 to 8, given in e: 0.64 -0.40 -0.38 -0.33 -0.39 -0.09 -0.27 -0.15